18
Properties=species:S:1:pos:R:3:mulliken_charge:R:1 method="wB97M-V/def2-TZVPD" gap_ev=8.75 homo_energy_ev=-8.548
C -0.367 1.615 -0.198 -1.015
Si -2.152 1.326 0.200 0.313
Si -2.467 -0.958 -0.110 0.311
Si -0.382 -1.839 -0.424 0.303
Si 1.191 -0.311 0.406 0.284
Si 3.342 0.076 -0.161 0.402
H 0.008 1.865 -1.250 0.359
H 0.056 2.326 0.496 0.325
H -2.584 1.787 1.628 -0.106
H -2.745 2.581 -0.348 -0.151
H -3.032 -1.286 1.263 -0.092
H -3.389 -1.605 -0.918 -0.183
H -0.212 -3.112 0.422 -0.110
H -0.001 -2.294 -1.660 -0.169
H 1.257 -0.257 1.935 -0.081
H 3.525 1.037 -1.233 -0.129
H 3.508 -1.316 -0.717 -0.122
H 4.444 0.365 0.671 -0.139

7
Properties=species:S:1:pos:R:3:mulliken_charge:R:1 method="wB97M-V/def2-TZVPD" smiles="O=C(S)C=S" gap_ev=7.97 homo_energy_ev=-9.488
O -1.200 1.602 -0.308 -0.468
C -0.557 0.626 0.017 0.619
S -1.458 -0.938 0.020 -0.143
C 0.834 0.604 0.600 -0.350
S 1.918 -0.285 -0.221 -0.106
H -0.303 -1.574 0.332 0.151
H 0.886 0.939 1.638 0.298

12
Properties=species:S:1:pos:R:3:mulliken_charge:R:1 method="wB97M-V/def2-TZVPD" gap_ev="5.18 / 5.17" homo_energy_ev="-8.214 / -8.214"
C -0.185 0.029 -0.313 -0.079
C 0.592 -0.111 1.009 0.413
C -0.678 1.642 1.045 -0.013
C 0.479 0.979 4.414 0.653
N -0.786 1.151 -0.314 -0.447
N 0.199 0.934 1.764 -0.123
O 1.442 -0.951 1.128 -0.581
F -0.705 0.454 4.636 -0.067
S -1.535 2.967 1.645 -0.339
Cl 1.862 0.032 4.480 0.081
Cl 0.452 2.624 4.410 0.105
H -0.152 -0.564 -1.217 0.398

72
Properties=species:S:1:pos:R:3:mulliken_charge:R:1 method="wB97M-V/def2-TZVPD" gap_ev=8.57 homo_energy_ev=-8.599
Cs 0.088 -0.080 -2.712 1.534
C -4.633 -1.626 -1.781 -1.464
As -2.752 -1.611 -1.214 0.441
C -3.065 -0.956 0.606 -0.961
C -2.544 -3.540 -0.808 0.093
C -3.665 -4.368 -0.779 -0.112
C -3.559 -5.717 -0.475 -0.769
C -2.323 -6.263 -0.176 -0.820
C -1.201 -5.451 -0.197 -0.453
C -1.291 -4.101 -0.520 0.189
As 0.337 -3.023 -0.560 0.339
C 1.082 -3.438 1.214 -1.197
C 1.477 -4.196 -1.629 -1.246
H -5.296 -1.936 -0.974 0.383
H -4.764 -2.285 -2.639 0.423
H -4.897 -0.613 -2.083 0.374
H -3.738 -1.626 1.140 0.444
H -3.510 0.038 0.534 0.388
H -2.128 -0.870 1.156 0.134
H -4.646 -3.970 -0.999 0.250
H -4.448 -6.335 -0.472 0.373
H -2.233 -7.314 0.069 0.385
H -0.237 -5.888 0.035 0.189
H 1.266 -4.506 1.334 0.449
H 0.398 -3.103 1.993 0.339
H 2.023 -2.899 1.320 0.332
H 1.507 -5.191 -1.187 0.437
H 2.477 -3.764 -1.645 0.422
H 1.107 -4.235 -2.651 0.324
O 2.519 -0.666 -5.700 -0.628
Cl 2.489 -1.320 -4.441 1.749
O 3.490 -2.312 -4.309 -0.653
O 2.647 -0.316 -3.385 -0.736
O 1.165 -1.924 -4.260 -0.794
C 0.708 4.312 -1.438 -1.780
C 1.686 3.746 -0.402 1.883
C 1.956 4.834 0.641 -1.725
C 2.988 3.387 -1.123 -1.974
P 0.878 2.175 0.237 0.153
C -0.485 2.835 1.272 0.272
C -0.357 3.375 2.554 -0.038
C -1.458 3.862 3.238 -0.753
C -2.716 3.836 2.648 -0.599
C -2.862 3.312 1.375 -0.675
C -1.756 2.808 0.702 -0.577
C 2.031 1.215 1.363 2.178
C 1.134 0.298 2.206 -1.761
C 2.875 0.312 0.448 -1.873
C 2.985 1.980 2.282 -1.778
H 1.131 5.223 -1.869 0.490
H -0.255 4.570 -0.994 0.376
H 0.534 3.607 -2.254 0.341
H 2.400 5.705 0.151 0.529
H 2.648 4.503 1.414 0.268
H 1.034 5.162 1.121 0.354
H 3.338 4.263 -1.675 0.524
H 2.855 2.574 -1.842 0.385
H 3.779 3.101 -0.429 0.304
H 0.614 3.418 3.026 0.215
H -1.333 4.270 4.233 0.451
H -3.572 4.223 3.184 0.393
H -3.835 3.281 0.901 0.450
H -1.884 2.382 -0.288 0.541
H 0.426 -0.250 1.577 0.207
H 0.566 0.848 2.956 0.344
H 1.759 -0.437 2.720 0.553
H 2.281 -0.356 -0.185 0.269
H 3.506 -0.321 1.080 0.535
H 3.536 0.870 -0.214 0.287
H 2.465 2.642 2.973 0.211
H 3.704 2.574 1.719 0.348
H 3.555 1.266 2.882 0.511

14
Properties=species:S:1:pos:R:3:mulliken_charge:R:1 method="wB97M-V/def2-TZVPD" gap_ev="8.74 / 8.74" homo_energy_ev="-8.505 / -8.503"
C -0.813 0.464 0.233 0.271
C 1.348 1.556 -2.187 0.217
C -0.666 -1.209 2.038 -1.007
C -0.223 0.114 1.521 -0.028
N -0.934 0.899 -0.832 -0.565
N 0.980 0.590 -2.732 0.636
N 0.568 -0.532 -2.811 -0.920
F 1.964 2.673 -2.449 -0.202
H 0.045 -1.530 2.877 0.266
H -0.491 -1.936 1.175 0.290
H -1.700 -1.328 2.382 0.313
H 0.821 0.117 1.228 0.186
H -0.517 0.955 2.305 0.256
H -0.380 -0.834 -2.750 0.286

Taking the records one at a time from the top gives electronic energy values of -40615.1628, -25822.8702, -47785.1875, -177740.4459, -11427.6117 eV.
Taking the records one at a time from the top gives energy relative to the best compared isomer or geometry (same formula, charge and spin) values of 18.8, 20.1, 0.0, 6.2, 117.1 kcal per mole.